The following is a DFT calculation (ωB97M-V/def2-TZVPD) of a 2-piece molecular cluster, C4H9NO2 overall.

```
16
Properties=species:S:1:pos:R:3:forces:R:3
H 0.547028 0.093500 -2.718568 0.0 0.0 -0.1
H 1.211401 1.774258 -0.663579 -0.1 -0.2 0.1
H -0.835471 -0.050104 1.641232 0.2 0.1 0.1
O -1.622246 -0.719945 -0.129568 -0.2 -0.1 0.0
C 0.528040 1.046516 -0.222459 0.1 0.1 -0.1
H -0.126496 0.370894 -2.903024 0.0 0.0 -0.1
H 0.208644 0.220216 3.026568 0.0 0.0 -0.1
C -0.370800 -1.254695 -0.575928 0.4 0.0 -0.2
C 0.935037 0.950539 1.272132 0.1 0.0 0.2
O 1.951665 1.451910 1.700610 -0.4 -0.2 -0.2
H -0.508572 1.409422 -0.262613 0.1 -0.1 0.0
C 0.740920 -0.318190 -0.780270 -0.3 0.0 0.2
N 0.050566 0.249987 2.031346 0.0 0.1 0.1
H -2.273264 -1.432929 -0.131326 0.1 0.2 0.0
H -0.504216 -1.869739 -1.476061 0.1 0.1 0.1
H 0.067764 -1.921639 0.191507 0.0 0.0 -0.1
```
Forces are in eV/Å.

For the gap between HOMO and LUMO, the calculation gives 8.59 eV. As for the energy above the lowest of the compared OMol25 structures with the same formula, charge and spin: 489.1 kJ/mol. The total energy is -362.89925 Ha. The LUMO energy is -0.1708 eV. Its net charge is 0. The calculation puts the HOMO energy at -8.76 eV.

These are the natural (NBO) partial charges, in e, on atoms 1 to 2: H 0.030; H 0.252

---

The following is a DFT calculation (ωB97M-V/def2-TZVPD) of a 2-piece molecular cluster, C6H5N3O3S overall at a distorted geometry.

```
18
Properties=species:S:1:pos:R:3:forces:R:3
O 2.992504 1.824252 0.718199 -0.6 0.1 0.3
N 2.060750 -2.590757 -0.334940 0.2 -0.7 -0.3
S 1.892912 1.399693 -0.134378 1.4 -1.1 -0.4
C 1.854516 -0.439241 0.022628 -0.3 0.2 0.1
H 1.324978 -3.042612 1.515279 0.0 0.1 -0.1
H -2.791526 -0.307348 -1.710496 0.0 -0.2 -0.2
C -3.162527 1.224362 -0.107078 0.3 0.2 0.5
H 2.645713 -1.301364 -1.890157 0.1 0.0 -0.3
C -2.482030 0.185967 -0.815870 0.2 -0.1 0.1
N 1.428947 -1.045446 1.119081 -0.2 0.6 0.5
H -4.105258 1.648963 -0.385754 -0.2 0.2 0.1
H -2.505934 2.253482 1.757679 0.1 0.1 0.1
C -2.385892 1.541856 0.965740 -1.2 0.4 -0.5
C -1.368865 -0.014046 -0.079435 0.1 -0.2 -0.4
O -1.271456 0.777828 0.973005 0.6 -0.3 0.3
C 2.249801 -1.417982 -0.905136 -0.2 0.4 0.3
N 1.572889 -2.318973 0.855934 0.1 0.4 -0.3
O 2.050473 1.621371 -1.564300 -0.6 -0.1 0.2
```
Forces are in eV/Å.

For the gap between HOMO and LUMO (alpha / beta), the calculation gives 6.88 / 7.68 eV. As for the energy above the lowest of the compared OMol25 structures with the same formula, charge and spin: 736.9 kJ/mol. The total energy is -1019.59139 Ha. The LUMO energy (alpha / beta) is -2.4844 / -1.3482 eV. Its net charge is 0. The calculation puts the HOMO energy (alpha / beta) at -9.36 / -9.03 eV.

These are the natural (NBO) partial charges, in e, on atoms 1 to 2: O -0.812; N -0.218

---

The following is a DFT calculation (ωB97M-V/def2-TZVPD) of C4H3FMgO5 as an isolated structure at a distorted geometry.

```
14
Properties=species:S:1:pos:R:3:forces:R:3
H -1.198049 1.334289 0.470486 0.3 0.0 0.3
C -0.182923 0.993912 0.233445 -0.9 0.7 0.3
H 0.515730 0.919077 2.247925 0.2 -0.1 -0.2
C 0.507511 -2.053157 1.810516 0.0 -1.4 0.0
C 0.536911 0.273519 1.362850 -0.1 -0.1 0.1
C -1.028225 0.375782 -2.046099 3.9 2.6 -2.4
O -0.307669 0.135262 -0.852038 1.0 -1.2 1.0
H 1.568693 0.053746 1.062725 -0.1 0.1 0.1
O -0.165625 -0.934445 1.663893 -0.6 0.8 0.0
O 0.063677 -3.129652 2.028593 0.5 1.0 -0.2
O -0.900988 1.468555 -2.569272 -2.1 0.0 1.4
O -0.981060 -0.721020 -2.682584 0.2 -2.5 -1.1
F 0.569321 2.090200 -0.082460 0.2 -0.2 -0.1
Mg 1.002694 -0.806068 -2.647978 -2.4 0.3 0.7
```
Forces are in eV/Å.

For the gap between HOMO and LUMO (alpha / beta), the calculation gives 3.87 / 6.21 eV. The total energy is -830.00895 Ha. The LUMO energy (alpha / beta) is -8.4533 / -8.5303 eV. Its spin multiplicity is 2. Its net charge is +1. The calculation puts the HOMO energy (alpha / beta) at -12.32 / -14.74 eV.

These are the natural (NBO) partial charges, in e, on atoms 1 to 2: H 0.184; C 0.446

---

The following is a DFT calculation (ωB97M-V/def2-TZVPD) of an isolated molecule of CHCl2NO at a distorted geometry.

```
6
Properties=species:S:1:pos:R:3:forces:R:3
C 0.132981 -0.142063 0.781025 0.4 0.2 0.8
Cl 0.845776 1.193033 -1.458682 -0.3 -0.5 0.5
O -0.507832 -0.901377 1.446279 -0.2 -0.2 0.2
N -0.090399 0.094687 -0.531737 -0.6 0.1 -1.9
Cl -1.359999 -0.710064 -1.375593 0.7 0.4 0.5
H 0.979473 0.465785 1.138708 0.0 0.0 0.0
```
Forces are in eV/Å.

For the gap between HOMO and LUMO, the calculation gives 9.66 eV. As for the energy above the lowest of the compared OMol25 structures with the same formula, charge and spin: 0.0 kJ/mol. The total energy is -1089.00440 Ha. The LUMO energy is -0.4352 eV. Its net charge is 0. Its structure (SMILES) is O=CN(Cl)Cl. The calculation puts the HOMO energy at -10.09 eV.

These are the natural (NBO) partial charges, in e, on atoms 1 to 2: C 0.501; Cl 0.193

---

The following is a DFT calculation (ωB97M-V/def2-TZVPD) of an isolated molecule of C8H12 at a distorted geometry.

```
20
Properties=species:S:1:pos:R:3:forces:R:3
C 1.260753 0.433999 0.478216 -0.5 0.5 -1.4
H -0.388134 2.365525 -2.011985 -0.4 -1.2 1.2
H -2.728465 -1.667777 0.304605 0.5 0.0 1.0
H 1.885069 2.538186 0.949657 0.0 -0.5 -1.0
H 2.540560 -1.032643 1.263247 -1.4 0.4 0.7
H -2.493391 0.662338 -1.027462 1.7 -0.1 -0.5
H -0.125729 -1.426385 -0.879415 -0.9 0.9 -0.2
C -1.021430 -0.836272 -0.559387 1.0 -1.5 0.1
H 1.073477 -1.781312 0.580123 0.1 2.1 1.8
C -1.397052 0.390289 -1.323003 -2.8 -0.3 0.8
H -1.432778 0.136413 -2.362958 -0.4 -0.5 -1.0
H -1.681522 -0.658164 1.517466 -0.3 -1.5 -1.1
H -1.156509 -2.301049 0.933016 0.6 -1.6 0.7
H 0.898977 -0.689177 2.300958 1.3 -1.0 -2.5
H 2.874125 1.710218 -0.441441 -0.7 0.2 0.6
C 0.667052 1.199347 -0.489652 0.4 0.9 1.1
C -0.434544 1.504166 -1.271973 2.0 0.4 0.3
C 1.930814 1.738948 0.159122 0.4 0.0 0.3
C -1.688129 -1.450567 0.664266 -1.3 3.9 -1.2
C 1.416853 -0.836081 1.216599 0.5 -1.2 0.3
```
Forces are in eV/Å.

For the gap between HOMO and LUMO (alpha / beta), the calculation gives 7.20 / 8.09 eV. As for the energy above the lowest of the compared OMol25 structures with the same formula, charge and spin: 523.2 kJ/mol. The total energy is -311.78714 Ha. The LUMO energy (alpha / beta) is -0.0930 / 0.9680 eV. Its net charge is 0. The calculation puts the HOMO energy (alpha / beta) at -7.29 / -7.12 eV.

These are the natural (NBO) partial charges, in e, on atoms 1 to 2: C 0.066; H 0.217

---

The following is a DFT calculation (ωB97M-V/def2-TZVPD) of an isolated ion of composition CH2BrO2S and charge -1 at a distorted geometry.

```
7
Properties=species:S:1:pos:R:3:forces:R:3
O 1.345078 -1.200120 -0.893140 0.0 -0.2 -0.2
Br 2.494052 1.386253 0.218799 0.2 0.8 -0.1
C -1.099094 0.064248 0.108894 -0.7 -2.0 1.7
O -1.586227 -0.060976 1.254447 -0.2 0.7 0.3
H -1.290190 -0.744899 -0.567228 0.3 -1.0 -1.0
H -0.867857 0.912755 -0.413323 -0.1 3.2 -1.1
S 1.004241 -0.357261 0.291554 0.5 -1.4 0.4
```
Forces are in eV/Å.

For the gap between HOMO and LUMO, the calculation gives 6.79 eV. As for the energy above the lowest of the compared OMol25 structures with the same formula, charge and spin: 100.9 kJ/mol. The total energy is -3161.98626 Ha. The LUMO energy is 3.5009 eV. Its net charge is -1. The calculation puts the HOMO energy at -3.29 eV.

These are the natural (NBO) partial charges, in e, on atoms 1 to 2: O -0.973; Br -0.376